[1]
ORCA calculation (ωB97M-V with the def2-TZVPD basis set) on the molecule C6H9FO.

Cartesian coordinates (Å):
C1 -1.553 0.481 -1.414
C2 -1.191 1.273 -0.307
C3 0.116 0.910 0.224
C4 0.607 -0.372 0.444
O1 0.007 -1.244 -0.283
C5 0.674 -2.641 -0.250
C6 0.830 1.947 1.113
F1 -0.205 2.672 1.852
H1 -1.139 -0.401 -1.903
H2 -2.584 0.731 -1.880
H3 -2.150 2.078 0.079
H4 1.556 -0.675 1.072
H5 0.314 -3.168 -1.221
H6 0.170 -3.348 0.570
H7 1.820 -2.503 -0.227
H8 1.588 1.481 1.605
H9 1.139 2.780 0.525

As for the SMILES: C=C/C(=C\OC)CF. The value obtained for the LUMO energy is 0.70 eV. For the energy above the lowest of the compared OMol25 structures with the same formula, charge and spin, the calculation gives 4.181 eV.

Löwdin atomic charge list, values in e, 5 entries: C -0.009; C -0.122; C -0.231; C -0.184; O -0.180

---

[2]
ORCA calculation (ωB97M-V with the def2-TZVPD basis set) on the molecule C6H9I.

Cartesian coordinates (Å):
C1 -0.250 -1.196 1.169
C2 0.481 0.449 -0.658
C3 -0.317 0.118 0.317
C4 0.916 -0.889 1.894
C5 1.658 -0.315 -1.132
C6 -1.368 1.061 0.817
I1 0.615 -0.003 3.752
H1 -1.283 -1.157 1.830
H2 -0.197 -2.063 0.664
H3 0.184 1.427 -1.072
H4 2.385 0.392 -1.491
H5 1.382 -0.863 -1.922
H6 2.090 -1.026 -0.347
H7 -1.229 1.931 0.253
H8 -1.199 1.193 1.872
H9 -2.357 0.668 0.738

The value obtained for the LUMO energy is -0.34 eV. For the energy above the lowest of the compared OMol25 structures with the same formula, charge and spin, the calculation gives 3.210 eV.

Löwdin atomic charge list, values in e, 5 entries: C -0.364; C -0.112; C -0.336; C -0.536; C -0.071

---

[3]
ORCA calculation (ωB97M-V with the def2-TZVPD basis set) on a cluster of 2 separate species, C6H9I in total.

Cartesian coordinates (Å):
I1 -3.553 0.350 -1.555
C1 -1.526 -0.092 -0.830
C2 -0.649 -0.992 -1.602
C3 -0.337 0.446 -1.537
H1 -1.649 -0.152 0.201
H2 -0.804 -1.297 -2.642
H3 -0.259 -1.675 -0.852
H4 0.451 0.937 -0.927
H5 -0.333 1.008 -2.499
C4 -0.154 1.266 1.781
C5 0.841 0.637 1.495
C6 1.900 -0.361 1.501
H6 -0.601 1.846 2.519
H7 1.840 -0.821 2.537
H8 1.983 -1.255 0.969
H9 2.851 0.154 1.442

As for the SMILES: IC1CC1.C#CC. The value obtained for the LUMO energy is 0.74 eV. For the energy above the lowest of the compared OMol25 structures with the same formula, charge and spin, the calculation gives 2.777 eV.

Löwdin atomic charge list, values in e, 5 entries: I 0.665; C -0.714; C -0.206; C -0.229; H 0.008

---

[4]
ORCA calculation (ωB97M-V with the def2-TZVPD basis set) on the molecule C6H9I.

Cartesian coordinates (Å):
C1 1.548 -1.333 -0.130
C2 0.648 -0.208 -0.562
C3 0.960 1.270 -0.413
C4 0.011 0.689 0.532
C5 -1.420 0.841 0.281
C6 -2.280 -0.071 0.591
I1 -4.275 -0.135 -0.092
H1 2.198 -1.876 -0.878
H2 1.053 -2.253 0.142
H3 2.295 -1.009 0.646
H4 0.049 -0.532 -1.373
H5 1.975 1.428 -0.113
H6 0.646 1.892 -1.094
H7 0.369 0.478 1.528
H8 -1.845 1.872 -0.010
H9 -1.931 -1.053 0.945

As for the SMILES: C[C@@H]1C[C@H]1/C=C/I. The value obtained for the LUMO energy is 0.59 eV. For the energy above the lowest of the compared OMol25 structures with the same formula, charge and spin, the calculation gives 0.973 eV.

Löwdin atomic charge list, values in e, 5 entries: C -0.090; C -0.266; C -0.072; C -0.261; C -0.255

---

[5]
ORCA calculation (ωB97M-V with the def2-TZVPD basis set) on the molecule C6H9IN2O.

Cartesian coordinates (Å):
C1 -0.331 -1.674 -1.249
C2 0.985 0.406 1.089
C3 -0.449 0.326 1.558
C4 1.174 -0.106 -0.394
C5 0.078 0.547 -1.239
C6 -1.266 1.127 0.597
N1 0.783 -1.549 -0.496
N2 -0.452 -0.524 -1.962
O1 -0.972 -2.702 -1.414
I1 -1.229 3.223 1.047
H1 1.263 1.468 1.041
H2 1.642 -0.192 1.784
H3 -0.886 -0.839 1.561
H4 -0.431 0.767 2.550
H5 2.136 0.060 -0.775
H6 0.553 1.348 -1.824
H7 -2.289 0.930 0.365
H8 0.957 -2.181 0.263
H9 -1.266 -0.435 -2.500

The expectation value of S² is 2.0094. The value obtained for the LUMO energy (alpha / beta) is 0.46 / -1.73 eV. The spin multiplicity is 3.

Löwdin atomic charge list, values in e, 5 entries: C -0.594; C -0.194; C -0.345; C -0.240; C -0.116

---

[6]
ORCA calculation (ωB97M-V with the def2-TZVPD basis set) on a structure of composition C6H9Mg2O5.

Cartesian coordinates (Å):
O1 -2.030 -1.395 1.414
C1 -2.208 -2.010 0.229
C2 -1.120 -2.492 -0.449
O2 0.126 -2.098 -0.037
Mg1 -0.191 -0.768 1.460
H1 -3.202 -2.424 0.009
H2 -1.172 -3.381 -1.086
O3 1.227 0.218 -1.751
C3 -0.108 0.567 -1.756
C4 -0.546 1.527 -0.670
O4 -0.030 1.171 0.621
C5 1.231 1.757 1.004
C6 1.944 0.742 1.826
O5 1.873 -0.523 1.377
Mg2 1.744 -1.163 -0.540
H3 -0.429 1.011 -2.719
H4 -0.221 2.554 -0.884
H5 1.064 2.695 1.553
H6 1.779 1.985 0.071
H7 2.757 1.032 2.499
H8 -1.702 1.387 -0.568
H9 -0.788 -0.393 -1.604

The expectation value of S² is 0.7534. The value obtained for the LUMO energy (alpha / beta) is -0.81 / -1.03 eV. The spin multiplicity is 2.

Löwdin atomic charge list, values in e, 5 entries: O -0.260; C -0.300; C -0.284; O -0.349; Mg 0.876

---

[7]
ORCA calculation (ωB97M-V with the def2-TZVPD basis set) on a structure of composition C6H9N.

Cartesian coordinates (Å):
C1 -1.180 -1.742 0.045
N1 -0.540 -0.503 0.344
C2 -0.689 0.637 -0.559
C3 0.362 1.643 -0.083
C4 1.006 0.890 1.078
C5 0.935 -0.328 0.137
C6 0.700 0.590 -1.111
H1 -2.259 -1.601 0.181
H2 -0.850 -2.482 0.785
H3 -0.981 -2.118 -0.969
H4 -1.639 0.921 -0.998
H5 0.246 2.713 -0.232
H6 0.195 0.541 1.770
H7 1.988 1.265 1.391
H8 1.587 -1.201 0.216
H9 1.083 0.635 -2.125

The value obtained for the LUMO energy is 1.18 eV. For the energy above the lowest of the compared OMol25 structures with the same formula, charge and spin, the calculation gives 4.154 eV.

Löwdin atomic charge list, values in e, 5 entries: C -0.101; N -0.190; C -0.192; C -0.162; C -0.093

---

[8]
ORCA calculation (ωB97M-V with the def2-TZVPD basis set) on the molecule C6H9N.

Cartesian coordinates (Å):
C1 -1.266 -1.469 0.224
C2 -0.414 -0.252 0.009
C3 -0.426 0.586 -1.231
C4 0.846 -0.095 -0.810
C5 1.547 0.578 0.405
N1 0.883 1.749 0.926
C6 0.306 0.453 1.206
H1 -0.771 -2.189 0.886
H2 -1.474 -1.979 -0.722
H3 -2.229 -1.207 0.680
H4 -0.917 0.117 -2.081
H5 -0.553 1.667 -1.228
H6 1.333 -0.837 -1.432
H7 2.581 0.398 0.684
H8 0.391 2.317 0.243
H9 0.162 0.161 2.242

As for the SMILES: C[C@]12C[C@H]1[C@H]1N[C@H]12. The value obtained for the LUMO energy is 1.09 eV. For the energy above the lowest of the compared OMol25 structures with the same formula, charge and spin, the calculation gives 3.452 eV.

Löwdin atomic charge list, values in e, 5 entries: C -0.033; C -0.377; C -0.055; C -0.137; C -0.198

---

[9]
ORCA calculation (ωB97M-V with the def2-TZVPD basis set) on the molecule C6H9N.

Cartesian coordinates (Å):
C1 -0.436 1.957 0.116
C2 -0.436 0.586 -0.415
C3 0.620 -0.069 -1.119
C4 0.832 -1.095 0.158
C5 1.899 -1.455 0.832
C6 -0.596 -1.488 0.461
N1 -1.364 -0.268 0.035
H1 0.587 2.332 0.195
H2 -0.938 1.994 1.093
H3 -0.999 2.526 -0.623
H4 1.468 0.570 -1.369
H5 0.280 -0.648 -1.986
H6 2.901 -1.107 0.536
H7 -0.972 -2.355 -0.085
H8 -0.734 -1.571 1.545
H9 -2.112 0.090 0.626

The value obtained for the LUMO energy (alpha / beta) is 0.05 / 0.05 eV. For the energy above the lowest of the compared OMol25 structures with the same formula, charge and spin, the calculation gives 4.891 eV.

Löwdin atomic charge list, values in e, 5 entries: C -0.003; C -0.339; C -0.065; C -0.407; C 0.015

---

[10]
ORCA calculation (ωB97M-V with the def2-TZVPD basis set) on a structure of composition C6H9N.

Cartesian coordinates (Å):
C1 1.969 0.394 0.016
N1 0.890 -0.523 -0.335
C2 -0.019 -1.047 0.674
C3 -1.246 -0.123 0.835
C4 -1.010 1.027 -0.130
C5 -0.317 -0.037 -1.038
C6 -1.153 -1.125 -0.288
H1 1.685 1.454 0.076
H2 2.756 0.340 -0.743
H3 2.395 0.087 0.976
H4 0.330 -1.738 1.443
H5 -1.900 -0.174 1.703
H6 -0.414 1.882 0.210
H7 -1.952 1.368 -0.580
H8 -0.220 0.127 -2.113
H9 -1.764 -1.952 -0.625

The value obtained for the LUMO energy is 1.18 eV. For the energy above the lowest of the compared OMol25 structures with the same formula, charge and spin, the calculation gives 3.335 eV.

Löwdin atomic charge list, values in e, 5 entries: C -0.081; N -0.125; C -0.202; C -0.154; C -0.099

---

[11]
ORCA calculation (ωB97M-V with the def2-TZVPD basis set) on the molecule C6H9N.

Cartesian coordinates (Å):
H1 1.677 -2.227 2.119
N1 1.700 -1.408 1.448
C1 0.562 -0.863 1.156
C2 -0.768 -1.203 1.721
C3 0.630 0.002 -0.013
C4 -0.105 0.770 -1.137
C5 -1.219 1.399 -1.831
C6 1.451 0.838 -0.897
H2 -1.137 -2.203 1.522
H3 -0.736 -1.201 2.807
H4 -1.516 -0.583 1.465
H5 -1.740 0.685 -2.562
H6 -0.769 2.049 -2.584
H7 -1.884 1.834 -1.119
H8 1.735 1.916 -0.520
H9 2.117 0.196 -1.575

As for the SMILES: [H]/N=C(\C)C1=C(C)C1. The value obtained for the LUMO energy (alpha / beta) is 0.21 / 0.21 eV. For the energy above the lowest of the compared OMol25 structures with the same formula, charge and spin, the calculation gives 5.116 eV.

Löwdin atomic charge list, values in e, 5 entries: H 0.074; N 0.120; C -0.408; C -0.040; C -0.104

---

[12]
ORCA calculation (ωB97M-V with the def2-TZVPD basis set) on the molecule C6H9N.

Cartesian coordinates (Å):
C1 1.102 -2.149 -1.071
C2 1.471 -0.942 -0.147
C3 0.338 0.004 0.063
C4 0.428 1.250 0.709
C5 -0.843 1.783 0.779
N1 -1.679 0.897 0.200
C6 -1.005 -0.221 -0.238
H1 1.992 -2.759 -1.172
H2 0.298 -2.684 -0.578
H3 0.847 -1.735 -2.043
H4 1.755 -1.390 0.809
H5 2.353 -0.447 -0.555
H6 1.363 1.723 0.969
H7 -1.144 2.749 1.136
H8 -2.680 1.002 0.154
H9 -1.481 -0.992 -0.812

As for the SMILES: CCc1cc[nH]c1. The value obtained for the LUMO energy is 1.06 eV. For the energy above the lowest of the compared OMol25 structures with the same formula, charge and spin, the calculation gives 0.360 eV.

Löwdin atomic charge list, values in e, 5 entries: C -0.106; C -0.216; C -0.274; C -0.064; C -0.136

---

[13]
ORCA calculation (ωB97M-V with the def2-TZVPD basis set) on the molecule C6H9N.

Cartesian coordinates (Å):
C1 -1.922 -0.197 -0.254
C2 -0.391 -0.099 -0.321
C3 0.692 -1.171 -0.659
C4 0.482 -0.700 0.744
C5 1.108 0.715 0.966
N1 1.637 1.326 -0.247
C6 0.213 1.313 -0.047
H1 -2.249 -0.027 0.793
H2 -2.312 -1.178 -0.547
H3 -2.440 0.585 -0.841
H4 0.278 -2.114 -1.010
H5 1.739 -1.088 -1.011
H6 0.205 -1.359 1.560
H7 1.430 1.096 1.928
H8 1.864 0.645 -0.960
H9 -0.335 2.254 -0.092

As for the SMILES: C[C@]12C[C@H]1[C@H]1N[C@H]12. The value obtained for the LUMO energy is 1.08 eV. For the energy above the lowest of the compared OMol25 structures with the same formula, charge and spin, the calculation gives 3.960 eV.

Löwdin atomic charge list, values in e, 5 entries: C -0.032; C -0.329; C -0.042; C -0.176; C -0.184

---

[14]
ORCA calculation (ωB97M-V with the def2-TZVPD basis set) on the molecule C6H9N.

Cartesian coordinates (Å):
C1 0.603 -0.875 2.349
C2 0.254 -0.454 0.948
C3 -1.083 -0.219 0.637
C4 -1.288 0.506 -0.521
C5 -0.151 0.987 -1.128
C6 0.164 0.834 -2.542
N1 1.112 -0.145 -0.005
H1 0.824 0.015 2.953
H2 -0.271 -1.359 2.794
H3 1.456 -1.555 2.418
H4 -1.884 -0.533 1.272
H5 -2.322 0.678 -0.849
H6 0.394 -0.224 -2.723
H7 -0.817 1.163 -2.937
H8 0.921 1.484 -2.986
H9 2.088 -0.302 0.318

The value obtained for the LUMO energy is 0.89 eV. For the energy above the lowest of the compared OMol25 structures with the same formula, charge and spin, the calculation gives 3.315 eV.

Löwdin atomic charge list, values in e, 5 entries: C -0.040; C -0.442; C -0.119; C -0.129; C -0.075

---

no.,F_max (eV Å⁻¹)
1,6.5
2,6.3
3,4.2
4,5.2
5,4.8
6,2.7
7,2.2
8,0.3
9,1.2
10,0.6
11,9.8
12,1.8
13,1.2
14,2.3